# C26H28Cl39N3OS2

C26H28Cl39N3OS2 as an isolated structure (ωB97M-V/def2-TZVPD, the Open Molecules 2025 dataset).

Geometry as XYZ:
```
99
Properties=species:S:1:pos:R:3:mulliken_charge:R:1
C 6.61459 -2.87043 0.73941 -0.2200
O 6.12375 -1.55022 0.59524 -0.4107
C 4.70734 -1.48485 0.63902 -0.2130
C 4.28967 -0.15657 0.05333 -0.2881
C 2.76822 -0.00286 -0.01917 -0.6859
C 2.07486 0.24587 1.32735 -0.0420
C 1.45407 -0.99021 2.00257 -1.5040
C 0.57251 -1.78324 1.06098 0.7171
C -0.50583 -1.18242 0.50761 -0.2752
C -1.33102 -1.89861 -0.41384 -0.6846
N -2.38594 -1.43397 -1.05565 -0.4175
S -2.91195 -2.68662 -1.96546 0.3569
N -1.80976 -3.78893 -1.58924 -0.7839
C -0.96026 -3.24345 -0.72102 1.1781
C 0.16553 -3.86879 -0.14017 -0.8024
C 0.91664 -3.14879 0.73510 0.7388
N 2.07982 -3.69480 1.35518 -0.3754
C 2.78215 -4.50096 0.78846 0.2855
S 3.60074 -5.60199 0.05204 -0.3522
H 7.47897 -2.82878 1.40653 0.3068
H 6.95382 -3.26520 -0.22019 -0.2092
H 5.87478 -3.53616 1.18957 0.2723
H 4.34731 -1.60146 1.67046 0.2750
H 4.29852 -2.31600 0.05075 0.1946
H 4.75346 0.66091 0.60664 0.2042
H 4.67535 -0.15060 -0.96605 0.0611
H 2.58246 0.87760 -0.64101 0.2049
H 2.35429 -0.84906 -0.57303 0.4012
H 2.80771 0.68481 2.00858 0.5703
H 1.27850 0.97786 1.19590 0.0090
H 2.19016 -1.61321 2.50380 0.4030
H 0.80271 -0.62504 2.80329 0.0834
H -0.76550 -0.15079 0.71173 0.5339
H 0.43365 -4.88456 -0.39860 0.4992
C 5.94150 2.01820 -3.87644 0.1940
Cl 6.48214 0.34804 -3.68174 -0.0818
Cl 4.72321 2.13511 -5.14961 -0.0660
Cl 5.32476 2.68130 -2.36734 -0.0705
H 6.79435 2.61044 -4.17546 -0.0069
C -4.34343 -3.98556 1.98319 0.0007
Cl -3.07948 -2.85184 1.50780 0.2294
Cl -5.74520 -3.83874 0.92125 -0.1261
Cl -3.72815 -5.64187 1.99498 -0.1311
H -4.64877 -3.73228 2.98589 0.1055
C -6.14287 0.17840 -2.46804 0.3440
Cl -4.73183 -0.78550 -2.92904 -0.1010
Cl -7.63377 -0.70744 -2.78214 -0.1199
Cl -6.03551 0.66900 -0.77736 -0.0609
H -6.14427 1.06907 -3.08239 -0.1465
C -8.71327 2.91121 -4.54810 -0.0070
Cl -7.29095 1.95432 -4.96424 -0.0582
Cl -10.19289 2.00460 -4.85637 -0.1184
Cl -8.63304 3.42668 -2.86234 -0.1135
H -8.71937 3.79315 -5.17457 0.3225
C 8.21178 -4.83795 -2.78053 -0.0125
Cl 7.50108 -5.46027 -1.28912 -0.1003
Cl 8.28016 -6.10839 -4.00161 -0.1324
Cl 7.32254 -3.44163 -3.39903 -0.0761
H 9.22450 -4.52405 -2.56643 0.3174
C -3.71602 -2.73370 6.25874 0.2427
Cl -4.44635 -3.20537 7.79034 -0.1345
Cl -3.78300 -4.05161 5.08990 -0.0987
Cl -4.50625 -1.29362 5.60647 -0.0222
H -2.67728 -2.49681 6.43794 0.0147
C -0.81260 0.50424 6.82278 -0.0581
Cl -1.51744 -0.01339 8.35542 -0.1117
Cl -0.88518 -0.80923 5.64310 -0.1233
Cl -1.61949 1.94250 6.21108 -0.0734
H 0.22821 0.74615 6.99122 0.3743
C -5.14246 3.37177 8.34849 -0.0527
Cl -4.96929 3.19170 10.09425 -0.1283
Cl -4.16442 4.71752 7.75779 -0.1196
Cl -4.70902 1.87894 7.52049 0.0105
H -6.18010 3.58940 8.13222 0.2907
C -5.68064 2.08614 3.81160 0.3273
Cl -5.99558 1.37113 2.23134 -0.0664
Cl -5.11855 3.75035 3.63544 -0.1299
Cl -7.11891 2.02863 4.83244 -0.1255
H -4.89553 1.52009 4.29796 -0.0286
C 7.42616 5.70240 -4.84881 0.1013
Cl 7.51820 5.44836 -3.10369 -0.1060
Cl 8.27907 7.17381 -5.31063 -0.1267
Cl 8.07351 4.31858 -5.73719 -0.1387
H 6.38442 5.81888 -5.11760 0.2841
C -3.59158 3.26827 -6.28616 -0.0135
Cl -2.39759 2.96696 -7.54287 -0.1063
Cl -5.05655 3.96697 -6.97979 -0.1340
Cl -3.94734 1.78734 -5.38826 -0.0640
H -3.17599 3.98491 -5.59063 0.3036
C 0.05229 -0.29168 -6.94424 -0.1057
Cl 1.40144 0.79559 -6.60804 -0.0637
Cl -1.22087 -0.09758 -5.74002 -0.0298
Cl -0.56672 -0.03614 -8.57681 -0.1182
H 0.41839 -1.30779 -6.88545 0.3282
C 1.14435 4.66309 1.53337 -0.0636
Cl 2.58052 3.73350 1.10569 -0.0605
Cl -0.32106 3.73984 1.19252 -0.1013
Cl 1.19480 5.15240 3.22679 -0.1239
H 1.12774 5.55706 0.92473 0.3355
```

Computed properties:
- Multiplicity: 1
- HOMO-LUMO gap: 0.2997 hartree
- Lowest unoccupied orbital energy: -0.0220 Ha

# C26H28ClF5GaN2O3

C26H28ClF5GaN2O3 as an isolated structure (ωB97M-V/def2-TZVPD, the Open Molecules 2025 dataset).

Geometry as XYZ:
```
66
Properties=species:S:1:pos:R:3:mulliken_charge:R:1
Ga -0.66691 -0.14698 0.05636 0.8603
Cl 1.55697 -0.25515 -0.99476 -0.5536
N 0.31752 1.98109 -0.11938 0.6712
N 0.13996 -2.31539 0.17397 0.3040
C -0.50941 2.79136 -0.69207 0.7852
C -0.50131 -3.08044 -0.64874 0.9466
C 1.49776 2.77884 0.34578 1.3089
C 0.89138 4.17063 0.39585 -0.9044
C 2.62935 2.77511 -0.65804 -1.5878
C 1.98649 2.27505 1.67901 -1.3447
H 2.29617 3.20481 -1.60924 0.3707
H 2.96317 1.74922 -0.82890 0.2866
H 3.44558 3.39076 -0.25593 0.4386
H 1.16412 2.28220 2.39612 0.1593
H 2.76961 2.95191 2.03356 0.5063
H 2.39166 1.26456 1.58080 0.0247
C 1.18965 -3.12956 0.87306 1.6558
C 0.95316 -4.51694 0.29965 -0.9368
C 0.93317 -3.06427 2.35637 -1.6669
C 2.60970 -2.67717 0.61269 -1.9987
H 2.82073 -2.64695 -0.45855 0.4554
H 3.28378 -3.39798 1.09888 0.5115
H 2.78588 -1.68304 1.03179 0.2021
H -0.06259 -3.45527 2.57549 0.4832
H 1.00360 -2.02339 2.68874 0.0258
H 1.67569 -3.68094 2.87187 0.4970
O -0.12855 -4.36232 -0.68133 -0.4805
H 0.61505 -5.23810 1.05444 0.3208
H 1.81010 -4.93419 -0.24065 0.3576
O -0.28590 4.09323 -0.49955 -0.5371
H 1.52867 4.97495 0.00967 0.3384
H 0.53143 4.43098 1.39866 0.3508
C -1.68502 2.31329 -1.52248 -2.0039
C -1.62581 -2.60417 -1.54754 -1.9902
C -1.28850 -1.36885 -2.38109 0.8192
H -2.46222 -2.37480 -0.85321 0.2873
H -1.93465 -3.44196 -2.17228 0.4184
C -1.15923 -0.13799 -1.76878 0.2705
C -1.34024 1.08662 -2.37350 0.5709
H -1.74033 -0.08707 1.10923 -0.0862
C -0.97460 1.11573 -3.73058 1.1990
C -0.71041 -0.12054 -4.35686 -1.7111
C -0.74471 2.43961 -4.38501 -1.5527
C -0.90815 -1.36954 -3.73506 1.4089
H -0.30453 -0.10826 -5.37093 0.1689
C -0.61502 -2.68022 -4.38854 -1.7180
H -0.25535 -2.47513 -5.40547 0.3938
H -1.51770 -3.31568 -4.40695 0.3051
H 0.15880 -3.21431 -3.80237 0.2566
H -1.65191 3.06520 -4.32113 0.2854
H -0.46174 2.25454 -5.42951 0.4092
H 0.06838 2.97782 -3.85677 0.2079
H -2.04033 3.15533 -2.11653 0.4310
H -2.47808 2.06047 -0.78618 0.2786
F -2.19676 1.45060 6.64000 -0.3610
C -1.89944 1.07919 5.38913 0.2781
C -1.67661 2.04536 4.39821 0.1891
F -1.79276 3.35502 4.69686 -0.3328
C -1.27115 1.64548 3.15255 -0.5810
F -1.24364 2.55183 2.14119 -0.2816
C -0.81522 0.29822 2.96314 0.8727
O 0.19049 -0.00329 2.20295 -0.5770
C -1.48584 -0.66235 3.78415 -0.4279
F -1.65826 -1.95148 3.39995 -0.3106
C -1.89045 -0.27977 5.03498 0.3632
F -2.22471 -1.20551 5.95286 -0.3302
```

Computed properties:
- Multiplicity: 1
- HOMO-LUMO gap: 0.2674 hartree
- Lowest unoccupied orbital energy: 0.1023 Ha
- Net charge: -1

# C26H28CoN2S2Si

C26H28CoN2S2Si as an isolated structure (ωB97M-V/def2-TZVPD, the Open Molecules 2025 dataset).

Geometry as XYZ:
```
60
Properties=species:S:1:pos:R:3:mulliken_spin:R:1
C 1.13033 0.98265 0.74081 0.0934
C 0.19093 1.44728 -0.24802 0.3531
C -1.06722 1.46252 0.45382 -0.1900
H 0.38586 2.12856 -1.13137 -0.0154
C -0.85038 1.43452 1.86062 0.0513
C 0.53553 1.06412 2.04499 -0.0092
H 1.05714 0.95897 2.99801 -0.0024
H 2.17636 0.72504 0.54472 0.0112
H -2.02937 1.68213 0.03463 -0.0028
H -1.60117 1.68575 2.59550 0.0104
Co -0.41627 -0.31442 1.15622 2.3904
C -1.90001 -1.25219 0.69099 0.0731
H -2.82556 -1.05572 1.27260 0.0015
H -1.83647 -2.38936 0.58799 -0.0046
H -1.82688 -0.82984 -0.40924 0.0018
Si -0.08176 -0.15578 -2.32457 0.0176
C 1.72618 -0.15454 -2.65158 0.0153
C 2.65630 0.87861 -2.49430 0.0033
H 2.34293 1.87540 -2.15579 -0.0022
C 3.95876 0.60995 -2.94986 0.0010
H 4.72355 1.38680 -2.87155 0.0001
C 4.28952 -0.66595 -3.46858 0.0013
H 5.33161 -0.87639 -3.73823 0.0001
C 3.34417 -1.70789 -3.56566 0.0002
H 3.58872 -2.71848 -3.94432 0.0001
C 2.05615 -1.44229 -3.12958 -0.0003
H 1.31980 -2.23743 -3.27382 -0.0010
C -1.20160 1.04953 -3.09786 0.0041
C -0.71962 1.69613 -4.26731 0.0010
H 0.31106 1.49300 -4.60166 -0.0013
C -1.56929 2.43441 -5.11152 0.0011
H -1.19632 2.85987 -6.06233 -0.0001
C -2.91507 2.61591 -4.74890 0.0001
H -3.55806 3.23691 -5.38478 0.0000
C -3.40302 2.07894 -3.54485 0.0034
H -4.47179 2.25588 -3.28263 0.0002
C -2.53438 1.33008 -2.70966 0.0081
H -2.96526 0.86493 -1.81400 0.0036
H 0.11784 -0.94038 -0.88123 0.0574
H -0.43721 -1.06978 -3.49460 0.0164
C -0.82133 2.34005 5.58326 0.0006
C -0.83625 0.86322 5.38328 0.0019
N -0.39253 0.18485 4.37089 0.0072
C -0.71783 -1.16289 4.39053 0.0062
C -1.33920 -1.54304 5.57895 0.0066
S -1.59000 -0.17733 6.62394 0.0017
C -0.34087 -2.07703 3.38150 0.0247
C -0.46525 -3.45218 3.48908 -0.0254
S 0.51511 -4.22765 2.31959 0.0167
C 0.91887 -2.64706 1.55328 0.0912
N 0.32131 -1.64271 2.20131 -0.0360
C 1.80748 -2.59423 0.36575 0.0104
H -0.58970 2.50984 6.65510 0.0002
H -0.05766 2.76585 4.91156 -0.0003
H -1.82175 2.74024 5.30126 -0.0001
H -1.53671 -2.58710 5.85132 0.0004
H -1.03778 -3.96356 4.27124 0.0006
H 2.56192 -3.40033 0.44019 0.0009
H 1.26282 -2.72300 -0.58354 0.0030
H 2.32329 -1.63343 0.28840 -0.0021
```

Computed properties:
- Multiplicity: 4
- HOMO-LUMO gap (alpha / beta): 0.2012 / 0.2879 hartree
- Lowest unoccupied orbital energy (alpha / beta): -0.0013 / -0.0028 Ha
- Expectation value of S²: 3.796

# C26H28N2O3

One molecule with the formula C26H28N2O3 (ωB97M-V/def2-TZVPD, the Open Molecules 2025 dataset).

Geometry as XYZ:
```
59
Properties=species:S:1:pos:R:3:mulliken_charge:R:1
C 2.60958 -2.99009 1.30250 -1.5425
C 2.13724 -1.86057 0.39179 -0.2233
N 0.74370 -1.57950 0.68115 0.3241
C -0.00836 -0.83043 -0.13864 -0.4781
O 0.38720 -0.37322 -1.18993 -0.7570
C -1.44620 -0.59300 0.36020 0.0365
C -2.38587 -1.64782 -0.23581 -1.3019
C -1.92951 -3.00498 0.22048 0.0366
C -1.09990 -3.77536 -0.58450 -0.0255
C -0.62273 -4.99540 -0.13921 -0.7733
C -0.96903 -5.46020 1.11856 -0.4482
C -1.79977 -4.70192 1.92591 -0.7015
C -2.27457 -3.48099 1.47938 -0.1261
N -1.77797 0.78069 0.02538 0.3211
C -2.38623 1.25257 -1.12447 0.0111
O -2.93876 0.58471 -1.95604 -0.6669
C -2.25377 2.76273 -1.12423 -0.0183
C -1.32360 3.24567 -2.25309 -0.1201
C -1.33280 4.77906 -2.23028 -0.9637
C -0.53727 5.11664 -0.95097 -0.9200
C -0.17305 3.73564 -0.39288 -0.1681
C 0.05758 2.93586 -1.67514 -0.6696
C -1.47119 3.10378 0.14641 0.0605
C -1.19936 1.77229 0.79512 -0.1708
O -0.58205 1.55395 1.80833 -0.6528
C 3.00934 -0.63093 0.55082 0.2687
C 4.23612 -0.58570 -0.09987 -0.4767
C 5.06369 0.51378 0.03208 -0.6530
C 4.67030 1.58767 0.81289 -0.4977
C 3.44820 1.55090 1.45972 -0.7485
C 2.62276 0.44636 1.33507 0.0043
H 2.57625 -2.66963 2.34214 0.4438
H 3.63340 -3.26092 1.06094 0.4336
H 1.97368 -3.86452 1.17859 0.3396
H 2.18887 -2.18097 -0.65678 0.4065
H 0.38588 -1.87091 1.57613 0.4649
H -1.46659 -0.65413 1.45604 0.5671
H -3.40533 -1.44658 0.09941 0.6051
H -2.35819 -1.57853 -1.32249 0.4958
H -0.82591 -3.41228 -1.56413 0.4159
H 0.02070 -5.58571 -0.77514 0.4038
H -0.59654 -6.41213 1.46725 0.4031
H -2.07822 -5.06224 2.90548 0.4052
H -2.92427 -2.89300 2.11274 0.4292
H -3.24499 3.21293 -1.19747 0.5424
H -1.56207 2.80437 -3.21802 0.5726
H -2.34522 5.18071 -2.20790 0.4082
H -0.83622 5.17178 -3.11708 0.4049
H -1.12020 5.70329 -0.24166 0.4078
H 0.36693 5.67742 -1.18622 0.3779
H 0.63486 3.73782 0.33590 0.4594
H 0.86405 3.34571 -2.27977 0.4659
H 0.24146 1.87500 -1.51592 -0.0448
H -1.98159 3.76387 0.84937 0.5377
H 4.53983 -1.41634 -0.72125 0.4316
H 6.01390 0.53642 -0.48137 0.3869
H 5.31212 2.45089 0.91117 0.4014
H 3.12879 2.38540 2.06649 0.4504
H 1.66734 0.44593 1.83822 0.4247
```

Computed properties:
- Multiplicity: 1
- HOMO-LUMO gap: 0.3580 hartree
- Relative energy (zero: lowest compared OMol25 entry of this formula, charge and spin): 0.0 kcal per mole
- SMILES: C[C@@H](NC(=O)[C@H](Cc1ccccc1)N1C(=O)[C@@H]2[C@H]3CC[C@H](C3)[C@@H]2C1=O)c1ccccc1
- Lowest unoccupied orbital energy: 0.0271 Ha